<1>
C7H14O | ωB97M-V with the def2-TZVPD basis set

Geometry (Å):
O -0.37251 -2.05740 -2.07601
C -0.00915 1.56516 0.53606
C 1.91399 -0.93356 1.29473
C 1.34256 2.10340 1.00834
C 0.54176 -1.01009 0.57345
C -2.17142 0.62693 -1.20099
C -1.55404 -0.01911 -0.16313
C -0.29758 0.30945 0.48452
H 1.86327 -1.67917 2.12991
H 2.12288 2.36842 0.18668
H -0.66283 2.43776 0.14465
H 2.70436 -1.03818 0.59326
H -1.91979 1.62747 -1.69336
H 0.93688 -1.38839 -0.47601
H -0.30974 -1.67659 1.24018
H 1.21389 3.19049 1.30687
H -0.10442 -2.81216 -2.25535
H 1.69877 1.61001 1.92851
H -0.45124 -1.41731 -1.56570
H -1.82398 -1.04522 -0.09587
H 2.16144 0.14031 1.62302
H -3.04616 0.28867 -1.65662

E_LUMO: 0.79 eV
charge: 0
highest occupied orbital energy: -8.70 eV
SMILES: C=C/C(=C/C)CC.O

<2>
C7H14O | ωB97M-V with the def2-TZVPD basis set

Geometry (Å):
O 3.19750 -1.11772 3.69019
C -2.69641 -0.26422 0.34879
C -1.02763 -0.08484 -1.53968
C -2.23786 -0.59428 -0.85670
C 0.23902 -0.78919 -1.09876
C 0.92900 -0.14769 0.16493
C -0.94715 0.95180 -2.36527
C 0.58811 1.29262 0.49440
H 0.97049 -0.64825 -1.89016
H -0.41363 1.47568 0.86648
H -1.84135 1.50208 -2.63890
H 0.61703 -0.82328 0.96690
H -2.72970 -1.45159 -1.32084
H 0.71254 1.94572 -0.37182
H 0.16068 -1.85141 -0.90701
H 2.89027 -0.71138 2.86864
H 2.00910 -0.28518 0.04506
H 1.36180 1.64290 1.17838
H -2.45650 0.67887 0.81547
H 4.14883 -1.16175 3.55392
H -0.00162 1.37700 -2.70370
H -3.47253 -0.93592 0.69965

E_LUMO: 0.77 eV
charge: 0
highest occupied orbital energy: -9.52 eV
SMILES: C=CC(=C)CCC.O

Relative energies, kJ/mol: <1> 407.2; <2> 0.0.